Density functional theory data (wB97M-V/def2-TZVPD) for a 3-piece molecular cluster, C41H84N5O5S overall.

Bonds (Å) are listed after each position.
CARTESIAN COORDINATES (ANGSTROEM)
1 C 1.35 -0.37 3.00  C2 1.642, H31 1.171, H32 1.193, H33 1.189
2 C 1.12 0.90 1.98  C1 1.642, C3 1.672, H34 1.170, H35 1.193
3 C -0.35 0.64 1.23  C2 1.672, N4 1.513, H36 1.181, H37 1.192
4 N -0.60 1.63 0.11  C3 1.513, C5 1.525, H38 1.064
5 C -1.95 1.43 -0.55  N4 1.525, C6 1.639, N18 1.516, H39 1.192
6 C -3.18 1.77 0.48  C5 1.639, N7 1.511, H40 1.183, H41 1.178
7 N -4.56 1.77 -0.13  C6 1.511, O8 1.344, C15 1.511
8 O -5.12 0.55 -0.18  N7 1.344, C9 1.470
9 C -5.85 0.21 1.05  O8 1.470, C10 1.639, H42 1.191, H43 1.194
10 C -7.20 1.09 1.33  C9 1.639, C11 1.639, C12 1.672, H44 1.194
11 C -7.80 1.88 0.02  C10 1.639, H45 1.194, H46 1.193, H47 1.183
12 C -7.07 2.12 2.64  C10 1.672, C13 1.639, C14 1.665, H48 1.193
13 C -5.60 2.83 2.76  C12 1.639, H49 1.194, H50 1.194, H51 1.183
14 C -8.22 3.33 2.61  C12 1.665, H52 1.188, H53 1.178, H54 1.187
15 C -4.61 2.41 -1.50  N7 1.511, S16 1.908, C17 1.639, H55 1.194
16 S -5.04 4.27 -1.36  C15 1.908, H56 1.406
17 C -3.31 2.12 -2.45  C15 1.639, N18 1.513, H57 1.194, H58 1.193
18 N -1.96 2.30 -1.79  C5 1.516, C17 1.513, C19 1.513, H59 1.061
19 C -1.59 3.75 -1.55  N18 1.513, C20 1.639, H60 1.194, H61 1.170
20 C -0.03 4.13 -1.88  C19 1.639, C21 1.661, H62 1.192, H63 1.190
21 C 0.60 5.20 -0.77  C20 1.661, C22 1.639, H64 1.170, H65 1.193
22 C -0.41 6.42 -0.37  C21 1.639, C23 1.673, H66 1.192, H67 1.188
23 C 0.30 7.52 0.67  C22 1.673, C24 1.639, H68 1.172, H69 1.193
24 C -0.51 8.94 0.76  C23 1.639, C25 1.642, H70 1.191, H71 1.186
25 C -2.06 8.82 1.31  C24 1.642, C26 1.640, H72 1.194, H73 1.187
26 C -2.21 8.56 2.92  C25 1.640, O27 1.471, H74 1.194, H75 1.191
27 O -2.40 7.15 3.31  C26 1.471, C28 1.472
28 C -3.65 6.59 2.78  O27 1.472, C29 1.640, O30 1.362
29 C -5.16 7.20 2.99  C28 1.640, H76 1.194, H77 1.177, H78 1.180
30 O -3.55 5.42 2.09  C28 1.362
31 H 2.04 -1.21 2.58  C1 1.171
32 H 0.26 -0.79 3.26  C1 1.193
33 H 1.81 0.07 4.01  C1 1.189
34 H 1.99 1.09 1.23  C2 1.170
35 H 0.96 1.86 2.67  C2 1.193
36 H -0.41 -0.47 0.81  C3 1.181
37 H -1.15 0.70 2.11  C3 1.192
38 H 0.18 1.51 -0.61  N4 1.064
39 H -1.98 0.29 -0.91  C5 1.192
40 H -2.90 2.78 1.02  C6 1.183
41 H -3.17 0.94 1.32  C6 1.178
42 H -5.10 0.19 1.98  C9 1.191
43 H -6.20 -0.92 0.93  C9 1.194
44 H -8.04 0.31 1.66  C10 1.194
45 H -8.97 2.04 0.19  C11 1.194
46 H -7.35 2.98 -0.03  C11 1.193
47 H -7.62 1.33 -1.01  C11 1.183
48 H -7.32 1.44 3.59  C12 1.193
49 H -4.74 2.10 3.15  C13 1.194
50 H -5.70 3.65 3.62  C13 1.194
51 H -5.26 3.44 1.80  C13 1.183
52 H -8.21 3.89 3.65  C14 1.188
53 H -9.31 2.91 2.47  C14 1.178
54 H -7.92 4.15 1.80  C14 1.187
55 H -5.55 1.93 -2.06  C15 1.194
56 H -4.88 4.69 -0.03  S16 1.406
57 H -3.42 2.84 -3.40  C17 1.194
58 H -3.46 1.02 -2.90  C17 1.193
59 H -1.24 1.91 -2.46  N18 1.061
60 H -2.25 4.40 -2.30  C19 1.194
61 H -1.92 4.07 -0.47  C19 1.170
62 H 0.04 4.68 -2.93  C20 1.192
63 H 0.66 3.17 -1.99  C20 1.190
64 H 0.99 4.55 0.13  C21 1.170
65 H 1.55 5.70 -1.30  C21 1.193
66 H -1.39 6.07 0.20  C22 1.192
67 H -0.80 6.94 -1.37  C22 1.188
68 H 1.41 7.68 0.34  C23 1.172
69 H 0.21 7.02 1.74  C23 1.193
70 H -0.58 9.39 -0.34  C24 1.191
71 H 0.04 9.72 1.47  C24 1.186
72 H -2.56 9.88 1.10  C25 1.194
73 H -2.67 8.06 0.63  C25 1.187
74 H -1.20 8.93 3.44  C26 1.194
75 H -3.08 9.21 3.40  C26 1.191
76 H -5.81 7.01 2.01  C29 1.194
77 H -5.07 8.37 3.09  C29 1.177
78 H -5.77 6.70 3.87  C29 1.180
79 C 5.55 -3.47 -1.45  C80 1.556, H90 1.097, H91 1.096, H92 1.092
80 C 4.95 -2.34 -0.57  C79 1.556, C81 1.556, N85 1.503, C89 1.565
81 C 5.17 -0.96 -1.24  C80 1.556, C82 1.525, H93 1.098, H94 1.097
82 C 6.60 -0.43 -1.13  C81 1.525, C83 1.524, H95 1.095, H96 1.097
83 C 7.08 -0.46 0.32  C82 1.524, C84 1.550, H97 1.097, H98 1.099
84 C 6.93 -1.86 0.97  C83 1.550, N85 1.501, C87 1.552, C88 1.564
85 N 5.55 -2.43 0.81  C80 1.503, C84 1.501, O86 1.407
86 O 4.70 -1.74 1.69  N85 1.407
87 C 7.99 -2.82 0.37  C84 1.552, H99 1.097, H100 1.095, H101 1.092
88 C 7.36 -1.76 2.47  C84 1.564, H102 1.096, H103 1.097, H104 1.097
89 C 3.41 -2.62 -0.58  C80 1.565, H105 1.096, H106 1.096, H107 1.096
90 H 5.85 -4.34 -0.85  C79 1.097
91 H 4.82 -3.85 -2.18  C79 1.096
92 H 6.40 -3.14 -2.04  C79 1.092
93 H 4.50 -0.21 -0.79  C81 1.098
94 H 4.90 -1.01 -2.30  C81 1.097
95 H 7.27 -1.01 -1.77  C82 1.095
96 H 6.64 0.60 -1.50  C82 1.097
97 H 8.13 -0.13 0.36  C83 1.097
98 H 6.51 0.28 0.89  C83 1.099
99 H 7.86 -3.84 0.75  C87 1.097
100 H 9.00 -2.50 0.62  C87 1.095
101 H 7.97 -2.87 -0.73  C87 1.092
102 H 6.78 -1.02 3.03  C88 1.096
103 H 8.41 -1.45 2.56  C88 1.097
104 H 7.26 -2.73 2.98  C88 1.097
105 H 3.18 -3.58 -0.10  C89 1.096
106 H 3.03 -2.66 -1.61  C89 1.096
107 H 2.83 -1.84 -0.08  C89 1.096
108 C -0.25 -7.86 -1.94  C109 1.556, H119 1.097, H120 1.096, H121 1.092
109 C 1.02 -7.06 -2.35  C108 1.556, C110 1.556, N114 1.503, C118 1.565
110 C 1.47 -7.46 -3.78  C109 1.556, C111 1.525, H122 1.098, H123 1.097
111 C 2.18 -8.80 -3.86  C110 1.525, C112 1.524, H124 1.095, H125 1.097
112 C 3.31 -8.89 -2.84  C111 1.524, C113 1.550, H126 1.097, H127 1.099
113 C 2.85 -8.57 -1.40  C112 1.550, N114 1.501, C116 1.552, C117 1.564
114 N 2.08 -7.28 -1.31  C109 1.503, C113 1.501, O115 1.407
115 O 3.01 -6.23 -1.42  N114 1.407
116 C 1.98 -9.74 -0.87  C113 1.552, H128 1.097, H129 1.095, H130 1.092
117 C 4.10 -8.59 -0.46  C113 1.564, H131 1.096, H132 1.097, H133 1.097
118 C 0.52 -5.58 -2.41  C109 1.565, H134 1.096, H135 1.096, H136 1.096
119 H -0.31 -8.00 -0.86  C108 1.097
120 H -1.18 -7.35 -2.23  C108 1.096
121 H -0.30 -8.85 -2.42  C108 1.092
122 H 2.15 -6.69 -4.18  C110 1.098
123 H 0.60 -7.47 -4.46  C110 1.097
124 H 1.47 -9.62 -3.71  C111 1.095
125 H 2.59 -8.94 -4.87  C111 1.097
126 H 3.76 -9.89 -2.89  C112 1.097
127 H 4.11 -8.19 -3.15  C112 1.099
128 H 1.58 -9.52 0.12  C116 1.097
129 H 2.58 -10.66 -0.77  C116 1.095
130 H 1.15 -10.01 -1.52  C116 1.092
131 H 4.87 -7.88 -0.77  C117 1.096
132 H 4.57 -9.58 -0.45  C117 1.097
133 H 3.82 -8.36 0.58  C117 1.097
134 H 0.20 -5.23 -1.42  C118 1.096
135 H -0.34 -5.48 -3.09  C118 1.096
136 H 1.28 -4.89 -2.79  C118 1.096

HOMO-LUMO gap (spin up / spin down) = 7.97 / 8.56 eV
total charge = +1
E_LUMO (spin up / spin down) = -2.473 / -2.473 eV
spin multiplicity = 3

=====

Density functional theory data (wB97M-V/def2-TZVPD) for a 11-piece molecular cluster, C41H88BBr2F3I2N4O14PS overall.

Bonds (Å) are listed after each position.
CARTESIAN COORDINATES (ANGSTROEM)
1 C 1.68 -4.30 4.12  C2 1.555, H40 1.115, H41 1.102, H42 1.107
2 C 2.42 -3.17 4.89  C1 1.555, C3 1.590, H43 1.114, H44 1.108
3 C 1.79 -1.72 4.74  C2 1.590, I4 2.158, N5 1.476, H45 1.112
4 I 0.12 -1.67 6.11  C3 2.158
5 N 1.58 -1.24 3.36  C3 1.476, C6 1.287, C26 1.504
6 C 2.65 -1.00 2.69  N5 1.287, C7 1.503, C13 1.598
7 C 4.10 -1.14 3.06  C6 1.503, C8 1.429, C12 1.430
8 C 4.78 -0.12 3.80  C7 1.429, C9 1.408, H46 1.101
9 C 6.14 -0.30 4.13  C8 1.408, N10 1.346, H47 1.109
10 N 6.98 -1.31 3.84  C9 1.346, C11 1.345
11 C 6.30 -2.23 3.13  N10 1.345, C12 1.407, H48 1.126
12 C 4.95 -2.25 2.74  C7 1.430, C11 1.407, H49 1.103
13 C 2.50 -0.42 1.21  C6 1.598, O14 1.389, N15 1.480, C18 1.622
14 O 3.13 -1.10 0.18  C13 1.389, H50 0.973
15 N 2.92 0.99 1.42  C13 1.480, C16 1.231
16 C 3.79 1.27 0.60  N15 1.231, S17 1.568
17 S 4.83 1.59 -0.53  C16 1.568
18 C 0.93 -0.78 1.05  C13 1.622, C19 1.550, P23 1.969, C26 1.545
19 C 0.24 0.03 -0.08  C18 1.550, C20 1.566, H51 1.117, H52 1.111
20 C 0.22 1.59 0.00  C19 1.566, C21 1.573, I22 2.192, H53 1.105
21 C -1.23 2.20 -0.04  C20 1.573, H54 1.114, H55 1.107, H56 1.110
22 I 1.25 2.43 -1.74  C20 2.192
23 P 1.04 -2.55 0.19  C18 1.969, N24 1.744, O25 1.683
24 N -0.13 -2.63 -1.10  P23 1.744, H57 1.017, H58 1.018
25 O 0.52 -3.73 1.27  P23 1.683, H59 0.972
26 C 0.41 -0.83 2.50  N5 1.504, C18 1.545, C27 1.597, B36 1.641
27 C -0.94 -1.63 2.79  C26 1.597, C28 1.554, H60 1.107, H61 1.112
28 C -1.97 -1.55 1.63  C27 1.554, C29 1.583, H62 1.112, H63 1.103
29 C -3.25 -2.39 2.04  C28 1.583, F30 1.379, Br31 1.971, C32 1.563
30 F -3.04 -3.20 3.14  C29 1.379
31 Br -3.72 -3.57 0.54  C29 1.971
32 C -4.50 -1.50 2.37  C29 1.563, F33 1.340, F34 1.369, Br35 1.966
33 F -4.90 -0.75 1.33  C32 1.340
34 F -5.52 -2.36 2.67  C32 1.369
35 Br -4.18 -0.44 3.99  C32 1.966
36 B 0.03 0.60 3.22  C26 1.641, O37 1.407, O38 1.384
37 O 0.97 1.24 4.04  B36 1.407, H64 0.972
38 O -1.21 1.20 3.05  B36 1.384, C39 1.440
39 C -1.19 2.63 3.23  O38 1.440, H65 1.112, H66 1.112, H67 1.108
40 H 1.82 -5.24 4.70  C1 1.115
41 H 0.59 -4.17 4.02  C1 1.102
42 H 2.21 -4.47 3.16  C1 1.107
43 H 2.28 -3.40 5.97  C2 1.114
44 H 3.52 -3.16 4.75  C2 1.108
45 H 2.55 -1.05 5.20  C3 1.112
46 H 4.25 0.79 4.10  C8 1.101
47 H 6.60 0.51 4.74  C9 1.109
48 H 6.91 -3.11 2.81  C11 1.126
49 H 4.54 -3.11 2.18  C12 1.103
50 H 3.88 -1.64 0.50  O14 0.973
51 H 0.81 -0.21 -1.01  C19 1.117
52 H -0.80 -0.29 -0.33  C19 1.111
53 H 0.71 2.05 0.88  C20 1.105
54 H -1.12 3.29 0.17  C21 1.114
55 H -1.73 2.03 -1.02  C21 1.107
56 H -1.89 1.78 0.75  C21 1.110
57 H 0.31 -2.41 -1.99  N24 1.017
58 H -0.62 -3.52 -1.12  N24 1.018
59 H 1.07 -4.51 1.07  O25 0.972
60 H -0.66 -2.67 3.03  C27 1.107
61 H -1.44 -1.22 3.69  C27 1.112
62 H -2.32 -0.50 1.53  C28 1.112
63 H -1.64 -1.97 0.66  C28 1.103
64 H 0.60 1.39 4.92  O37 0.972
65 H -2.13 3.06 2.84  C39 1.112
66 H -1.14 2.91 4.31  C39 1.112
67 H -0.34 3.12 2.72  C39 1.108
68 C -4.08 2.47 -3.86  C69 1.515, H71 1.093, H72 1.091, H73 1.093
69 C -3.21 1.23 -3.94  C68 1.515, O70 1.430, H74 1.090, H75 1.094
70 O -3.10 0.60 -2.66  C69 1.430, H76 0.964
71 H -3.66 3.18 -3.14  C68 1.093
72 H -4.16 2.95 -4.83  C68 1.091
73 H -5.08 2.21 -3.51  C68 1.093
74 H -2.20 1.49 -4.27  C69 1.090
75 H -3.63 0.51 -4.65  C69 1.094
76 H -3.99 0.36 -2.37  O70 0.964
77 C -3.12 -6.89 3.08  C78 1.514, H80 1.092, H81 1.091, H82 1.093
78 C -1.82 -7.25 3.76  C77 1.514, O79 1.427, H83 1.090, H84 1.095
79 O -0.84 -6.25 3.49  C78 1.427, H85 0.964
80 H -2.97 -6.80 2.00  C77 1.092
81 H -3.89 -7.65 3.26  C77 1.091
82 H -3.49 -5.93 3.43  C77 1.093
83 H -1.44 -8.20 3.39  C78 1.090
84 H -1.95 -7.33 4.84  C78 1.095
85 H -1.18 -5.42 3.83  O79 0.964
86 C 4.23 5.07 -4.34  C87 1.517, H89 1.092, H90 1.091, H91 1.094
87 C 3.06 4.45 -5.09  C86 1.517, O88 1.427, H92 1.090, H93 1.094
88 O 2.86 3.10 -4.68  C87 1.427, H94 0.965
89 H 5.14 4.50 -4.53  C86 1.092
90 H 4.39 6.10 -4.66  C86 1.091
91 H 4.05 5.05 -3.26  C86 1.094
92 H 3.25 4.45 -6.16  C87 1.090
93 H 2.14 5.02 -4.90  C87 1.094
94 H 2.68 3.10 -3.73  O88 0.965
95 C -6.84 4.95 -7.32  C96 1.516, H98 1.091, H99 1.092, H100 1.094
96 C -5.40 4.53 -7.11  C95 1.516, O97 1.430, H101 1.090, H102 1.096
97 O -5.28 3.11 -7.18  C96 1.430, H103 0.964
98 H -7.48 4.50 -6.57  C95 1.091
99 H -6.94 6.04 -7.27  C95 1.092
100 H -7.20 4.62 -8.30  C95 1.094
101 H -5.05 4.85 -6.13  C96 1.090
102 H -4.75 4.97 -7.87  C96 1.096
103 H -5.58 2.83 -8.05  O97 0.964
104 C -5.39 6.44 -2.30  C105 1.517, H107 1.092, H108 1.092, H109 1.093
105 C -4.32 6.57 -3.37  C104 1.517, O106 1.424, H110 1.091, H111 1.095
106 O -4.87 6.30 -4.66  C105 1.424, H112 0.965
107 H -5.82 5.44 -2.31  C104 1.092
108 H -4.97 6.63 -1.31  C104 1.092
109 H -6.21 7.14 -2.48  C104 1.093
110 H -3.52 5.85 -3.20  C105 1.091
111 H -3.89 7.58 -3.37  C105 1.095
112 H -5.57 6.94 -4.81  O106 0.965
113 C 3.81 1.45 -7.30  C114 1.516, H116 1.092, H117 1.092, H118 1.091
114 C 5.10 1.74 -8.04  C113 1.516, O115 1.426, H119 1.090, H120 1.095
115 O 5.51 3.09 -7.83  C114 1.426, H121 0.964
116 H 3.02 2.12 -7.63  C113 1.092
117 H 3.49 0.42 -7.46  C113 1.092
118 H 3.94 1.61 -6.23  C113 1.091
119 H 4.97 1.59 -9.11  C114 1.090
120 H 5.90 1.07 -7.70  C114 1.095
121 H 5.63 3.21 -6.88  O115 0.964
122 C 8.85 -6.91 3.27  C123 1.516, H125 1.091, H126 1.091, H127 1.093
123 C 8.00 -5.66 3.29  C122 1.516, O124 1.427, H128 1.091, H129 1.097
124 O 8.81 -4.50 3.11  C123 1.427, H130 0.964
125 H 9.60 -6.88 4.06  C122 1.091
126 H 8.23 -7.80 3.41  C122 1.091
127 H 9.38 -7.01 2.32  C122 1.093
128 H 7.49 -5.56 4.25  C123 1.091
129 H 7.24 -5.69 2.50  C123 1.097
130 H 9.26 -4.58 2.26  O124 0.964
131 C -11.21 5.29 -5.05  C132 1.517, H134 1.091, H135 1.092, H136 1.093
132 C -9.90 4.91 -4.38  C131 1.517, O133 1.425, H137 1.090, H138 1.095
133 O -8.90 5.90 -4.64  C132 1.425, H139 0.964
134 H -11.07 5.38 -6.13  C131 1.091
135 H -11.97 4.53 -4.86  C131 1.092
136 H -11.57 6.25 -4.68  C131 1.093
137 H -9.53 3.96 -4.76  C132 1.090
138 H -10.03 4.82 -3.29  C132 1.095
139 H -9.22 6.74 -4.29  O133 0.964
140 C 3.00 4.22 3.04  C141 1.518, H143 1.092, H144 1.093, H145 1.093
141 C 2.58 5.38 2.15  C140 1.518, O142 1.423, H146 1.090, H147 1.096
142 O 3.20 5.29 0.87  C141 1.423, H148 0.965
143 H 4.09 4.21 3.16  C140 1.092
144 H 2.54 4.29 4.02  C140 1.093
145 H 2.72 3.27 2.58  C140 1.093
146 H 2.88 6.33 2.60  C141 1.090
147 H 1.49 5.39 2.02  C141 1.096
148 H 2.93 4.46 0.47  O142 0.965
149 C 1.17 -10.39 5.53  C150 1.517, H152 1.091, H153 1.092, H154 1.093
150 C 1.33 -8.88 5.51  C149 1.517, O151 1.426, H155 1.090, H156 1.095
151 O 2.70 -8.52 5.67  C150 1.426, H157 0.964
152 H 1.53 -10.79 6.47  C149 1.091
153 H 0.12 -10.67 5.41  C149 1.092
154 H 1.75 -10.85 4.73  C149 1.093
155 H 0.76 -8.42 6.32  C150 1.090
156 H 0.97 -8.46 4.56  C150 1.095
157 H 3.19 -8.92 4.95  O151 0.964

HOMO-LUMO gap = 6.74 eV
total charge = +1
E_LUMO = -3.663 eV

=====

| no. | largest force on an atom (Eh/bohr) |
| --- | --- |
| 1 | 0.1622 |
| 2 | 0.0704 |